[1]
An isolated molecule of C5H5NO. Source: the OMol25 dataset; level of theory: ωB97M-V/def2-TZVPD.

As for the charge: 0. The calculation puts the HOMO energy at -0.3755 Eh. The LUMO energy comes out at 0.566 eV. The spin multiplicity is 1. The orbital gap comes out at 10.79 eV.

Geometry as XYZ:
```
12
Properties=species:S:1:pos:R:3:forces:R:3:mulliken_charge:R:1
O 1.6823 1.7731 1.2124 -0.1874 -0.3077 -0.3271 -0.4645
C 1.1077 1.1276 0.3699 0.1099 0.1493 0.2831 -0.2008
C 0.3815 -0.1456 0.6955 0.1564 0.0207 0.1477 0.0757
C -1.1195 -0.1924 0.5943 -0.1414 0.0998 0.0475 -0.6336
C -0.2890 -0.9335 -0.4149 0.0499 -0.1062 -0.1024 -0.1154
C -0.1551 -0.3821 -1.7454 0.1264 0.4465 -0.8322 0.1365
N 0.0111 0.1367 -2.7665 -0.2547 -0.5773 0.8720 -0.4553
H 1.1013 1.4410 -0.6942 -0.0675 0.0429 0.1922 0.3649
H 0.8405 -0.7095 1.5009 -0.0914 0.0579 -0.0862 0.3692
H -1.6548 0.6961 0.2738 0.1512 -0.1168 -0.0224 0.2951
H -1.6387 -0.7944 1.3339 0.0944 0.1140 -0.1474 0.2534
H -0.2672 -2.0170 -0.3597 0.0543 0.1769 -0.0249 0.3749
```
Forces are in eV/Å.


[2]
An isolated molecule of C5H7Cl. Source: the OMol25 dataset; level of theory: ωB97M-V/def2-TZVPD.

As for the charge: 0. The calculation puts the HOMO energy at -0.3356 Eh. The LUMO energy comes out at 1.120 eV. The spin multiplicity is 1. The orbital gap comes out at 10.25 eV.

Geometry as XYZ:
```
13
Properties=species:S:1:pos:R:3:forces:R:3:mulliken_charge:R:1
C -1.0855 0.5829 0.2250 1.0952 0.5558 -0.5348 -0.3188
C 0.1387 0.3177 -0.2688 -3.4952 -0.1511 -0.0248 -0.3845
C 1.3618 1.0620 0.0825 1.0632 -1.0465 0.7451 -0.2909
C 2.4809 0.0399 -0.1688 -0.9799 3.2329 0.2285 -0.2638
C 2.4989 -1.1916 0.1951 0.0820 -2.7200 1.6438 -0.6757
H -1.2989 1.5297 0.7027 -0.0381 -0.2473 0.5982 0.3506
H 0.1181 -0.5066 -0.9988 0.7147 0.2576 0.5211 0.4078
H 1.3734 1.4829 1.1622 -0.0617 -0.7366 -1.8462 0.2790
H 1.6485 1.8195 -0.6184 -0.5768 1.0077 -0.2610 0.2585
H 3.2467 0.4954 -0.7524 1.1486 -0.0973 0.0346 0.2869
H 3.5146 -1.6032 0.1453 -0.8121 -0.9023 -0.2488 0.2752
H 1.6175 -1.7188 0.7065 1.6532 0.8115 -0.6769 0.2724
Cl -2.5052 -0.3744 -0.0433 0.2067 0.0356 -0.1788 -0.1966
```
Forces are in eV/Å.


[3]
A structure of composition C13H15CuN9O3S2. Source: the OMol25 dataset; level of theory: ωB97M-V/def2-TZVPD.

As for the charge: 0. The calculation puts the HOMO energy (spin up / spin down) at -0.2680 / -0.2650 Eh. The LUMO energy (spin up / spin down) comes out at -0.431 / -1.152 eV. Its expectation value of S² is 0.756. The spin multiplicity is 2. The orbital gap (spin up / spin down) comes out at 6.86 / 6.06 eV.

Geometry as XYZ:
```
43
Properties=species:S:1:pos:R:3:forces:R:3:mulliken_charge:R:1
Cu 0.5341 0.2254 0.4769 0.3332 -0.5956 0.3633 0.0223
C 2.4189 -3.0076 -1.8757 -0.5874 0.0466 -0.0045 -1.5073
C 1.6669 -1.7509 -1.6602 -0.1421 0.1130 1.5411 0.8176
O 1.3792 -1.4699 -0.4846 -0.0165 0.0871 0.0177 -0.7176
N 1.2564 -0.9946 -2.6629 -0.5756 1.0218 -1.2796 -0.0290
C 0.2612 0.0936 -2.4985 0.6041 -0.9573 1.8618 -1.6004
C -0.9767 -0.3636 -1.7814 -1.0458 -0.3316 -0.2511 1.4683
C -2.0626 -0.7049 -2.5483 -0.7751 -0.6298 0.2294 -0.7704
C -3.2404 -1.1275 -1.9280 -0.4034 0.4671 -0.9001 -0.3984
C -3.3531 -1.1510 -0.5619 0.7719 -0.6323 -0.5210 -1.1619
C -2.2077 -0.8682 0.1392 0.4243 1.1729 -0.5465 -0.3962
N -1.0901 -0.4154 -0.4447 0.3725 -0.1466 -0.3245 0.7245
H 1.7284 -3.8289 -1.9185 -0.6327 -0.3627 0.0136 0.3132
H 3.0253 -3.1808 -1.0209 0.7347 -0.0411 0.5349 0.3464
H 2.9485 -3.0364 -2.7819 0.9774 0.0701 -1.1604 0.4687
H 1.6411 -1.0850 -3.5963 -0.0935 -0.3419 0.3911 0.2622
H -0.0082 0.4553 -3.4416 -0.3475 0.3296 -1.4955 0.7770
H 0.6430 0.9370 -1.9654 0.7526 0.6414 0.4570 0.0929
H -2.0024 -0.6604 -3.6195 -0.0177 0.0494 -0.2734 0.4604
H -4.1176 -1.3470 -2.5262 0.1168 -0.0425 -0.0927 0.3751
H -4.2578 -1.4340 -0.0791 -0.4502 -0.0422 0.3710 0.5452
H -2.2306 -0.7651 1.1882 0.0586 -0.1988 1.1317 0.6341
S -0.1133 2.3158 1.0148 0.7021 0.4647 0.0150 -0.4340
C -1.8161 2.0384 1.2499 -1.0943 -0.7748 -0.0457 0.6482
S -2.3752 1.3208 2.6971 0.1448 0.1144 0.0878 -0.3892
C -2.6765 2.2704 0.1694 0.2789 0.2884 0.5792 0.3548
C -2.1221 2.9002 -0.9916 0.2549 0.2509 -2.4738 0.0430
N -1.6949 3.3044 -2.0110 -0.8942 -0.7928 2.2561 -0.6560
C -4.0663 1.8763 0.2232 -0.7553 0.1998 -0.2038 -0.0324
N -5.1897 1.5632 0.2339 1.5834 0.3043 -0.0516 -0.5976
N 0.2875 -0.5830 2.6389 -0.2148 1.6582 0.4493 -0.1271
N 1.3506 -0.0162 3.4218 -0.1451 0.1955 -1.1705 -0.4281
C 2.3573 0.6673 2.7558 -0.8670 -0.7805 0.7121 0.6780
N 3.2176 1.2910 3.5390 0.6463 0.6271 0.0352 -0.3196
N 2.3641 0.5066 1.4422 0.4766 0.4189 -0.5715 -0.0239
N 3.3476 1.1366 0.7101 1.0330 1.3396 0.4070 1.0414
O 4.2659 1.7841 1.2654 -1.0349 -1.0660 -0.5544 -0.7584
O 3.2316 1.0741 -0.4911 -0.1776 -0.3246 0.1061 -0.6054
H -0.6279 -0.0412 2.8701 1.1020 -0.7317 -0.3474 -0.0583
H 0.2693 -1.5334 2.9241 -0.4515 -0.9411 0.1070 0.2627
H 0.9860 0.4519 4.2258 0.0580 0.3552 0.5611 0.2822
H 3.0372 1.3337 4.5209 -0.1542 -0.1311 0.3048 0.1718
H 4.0112 1.8190 3.1828 -0.5499 -0.3512 -0.2653 0.2212
```
Forces are in eV/Å.


Calculated total energy in order - -8802.002, -17818.737, -99584.312 eV
Calculated M in order - 95.10, 102.56, 473.00 Da
Calculated relative energy (zero: lowest compared OMol25 entry of this formula, charge and spin) in order - 136.7, 168.0, 28.7 kJ/mol